ORCA calculation (the ωB97M-V functional and the def2-TZVPD basis) on one molecule with the formula C2H3N3S2 at a distorted geometry.

Each line ends with the Mulliken charge.
Element x y z (Å)
S 0.4227 1.5480 -2.3407  -0.264
C 0.2842 0.5400 -0.9051  0.464
N 1.1634 0.6955 0.0672  -0.636
N 0.6623 -0.1409 1.0074  0.057
C -0.4916 -0.7089 0.5414  0.540
S -1.5306 -1.6438 1.5558  -0.299
N -0.7851 -0.2806 -0.6183  -0.500
H 1.6518 1.8975 -1.8808  0.173
H 1.0357 -0.0288 2.0306  0.292
H -2.4127 -1.8780 0.5425  0.173

Its structure (SMILES) is Sc1n[nH]c(S)n1. For the HOMO-LUMO gap, the calculation gives 9.23 eV. As for the energy above the lowest of the compared OMol25 structures with the same formula, charge and spin: 2.2 kcal per mole. As for the total energy: -28262.6716 eV.

***

ORCA calculation (the ωB97M-V functional and the def2-TZVPD basis) on a 2-piece molecular cluster, C5H8NO overall at a distorted geometry.

Each line ends with the Mulliken charge.
Element x y z (Å)
C -0.7019 -1.2731 0.2986  -0.188
C 1.0865 -2.6477 1.3004  -0.147
C 0.3251 -0.9522 -0.5337  -0.041
C 0.3727 2.0777 -0.3104  0.256
C -1.0855 2.0989 -0.6929  -0.776
N 0.5124 -1.7354 0.6523  0.009
O 1.1077 1.1126 -0.5247  -0.484
H -1.7094 -1.0208 0.4441  0.401
H 2.1701 -2.7581 1.2085  0.257
H 0.5880 -3.1133 2.1357  0.252
H 1.0053 -1.0386 -1.3850  0.362
H 0.7933 3.0384 -0.0092  0.391
H -1.6177 2.8004 -0.0437  0.318
H -1.5804 1.0336 -0.7585  0.100
H -1.2663 2.3777 -1.7814  0.290

The total charge is +1. For the HOMO-LUMO gap, the calculation gives 9.63 eV. As for the energy above the lowest of the compared OMol25 structures with the same formula, charge and spin: 110.3 kcal per mole. As for the total energy: -8839.9777 eV.

***

ORCA calculation (the ωB97M-V functional and the def2-TZVPD basis) on a 4-piece molecular cluster, C12H36N3O4PS3 overall at a distorted geometry.

Each line ends with the Mulliken charge.
Element x y z (Å)
O 1.5652 -1.6403 -0.4426  -0.991
P 2.7453 -0.7281 -0.1841  0.607
N 2.3595 0.8694 -0.3712  0.396
C 1.6258 1.6021 0.6840  -0.963
C 1.9967 1.1901 -1.7003  -1.086
N 3.9751 -0.9060 -1.2113  0.245
C 4.9524 0.1069 -1.6145  -1.046
C 4.1135 -2.2534 -1.7628  -1.192
N 3.1983 -0.9515 1.3926  0.356
C 4.4402 -0.3665 1.8855  -1.092
C 2.2912 -1.5901 2.3170  -1.279
H 1.9104 1.2434 1.6766  0.139
H 0.5320 1.4935 0.7247  0.231
H 1.8141 2.6668 0.5718  0.422
H 0.9385 1.0962 -1.9118  0.105
H 2.4444 0.5000 -2.4068  0.390
H 2.3550 2.1826 -1.9780  0.394
H 4.5707 1.0989 -1.4230  0.369
H 5.9296 -0.0769 -1.1545  0.323
H 5.0977 0.0248 -2.6974  0.415
H 4.6937 -2.2807 -2.6861  0.366
H 4.7219 -2.8940 -1.1260  0.297
H 3.1656 -2.6487 -2.0558  0.384
H 4.6656 0.4620 1.2386  0.402
H 4.2906 -0.0288 2.8912  0.452
H 5.2519 -1.1130 1.9067  0.213
H 1.6778 -2.2785 1.7648  0.293
H 1.6260 -0.8293 2.7353  0.401
H 2.8613 -2.0239 3.1379  0.429
C -5.2797 -1.6515 -3.9200  -0.738
S -6.4389 -1.0009 -5.0446  0.459
O -7.7761 -1.2200 -4.4434  -0.628
C -6.0935 0.7684 -4.7849  -0.864
H -5.4787 -2.7171 -3.8871  0.377
H -5.3264 -1.1978 -2.9201  0.182
H -4.3098 -1.4674 -4.3806  0.311
H -6.8013 1.3174 -5.4121  0.319
H -5.0629 0.9651 -5.0993  0.327
H -6.2379 0.9718 -3.7269  0.257
C -2.2299 1.5242 -0.7718  -0.591
S -3.1453 0.1068 -0.2902  0.378
O -3.4558 -0.5704 -1.5634  -0.579
C -1.7888 -0.7649 0.5223  -0.220
H -1.8917 2.0032 0.1604  0.319
H -2.8520 2.2589 -1.2674  0.417
H -1.3764 1.2493 -1.3641  -0.038
H -2.1746 -1.4431 1.2851  0.436
H -1.1973 0.0374 0.9380  -0.413
H -1.1085 -1.3118 -0.1611  0.280
C -2.4195 0.8032 4.5208  -1.045
S -0.7699 0.6711 3.9087  0.745
O -0.5580 1.8128 2.9823  -0.617
C -0.0380 1.0285 5.4886  -1.131
H -2.6861 -0.0402 5.1609  0.411
H -2.9662 0.8500 3.5683  0.262
H -2.6155 1.7363 5.0356  0.340
H -0.4544 0.2384 6.1221  0.403
H -0.3162 2.0023 5.8700  0.340
H 1.0389 1.1133 5.2734  0.322

For the HOMO-LUMO gap, the calculation gives 8.54 eV. As for the energy above the lowest of the compared OMol25 structures with the same formula, charge and spin: 0.0 kcal per mole. As for the total energy: -67481.1192 eV.

***

Question: What is the energy above the lowest of the compared OMol25 structures with the same formula, charge and spin in the third record?
Answer: 0.0 kcal per mole